C5H5BrN2O3 in the gas phase in a non-equilibrium geometry, computed with the ωB97M-V functional and the def2-TZVPD basis.

```
16
Properties=species:S:1:pos:R:3:forces:R:3
O 1.792 -2.148 1.221 0.262 -0.307 -0.112
N 1.335 -1.090 0.834 -0.203 0.182 -0.224
C 0.516 -0.286 1.449 0.318 0.420 0.827
C 0.217 1.014 0.920 0.261 0.385 -0.877
C 0.341 1.208 -0.397 0.131 -0.134 0.409
C 0.696 -0.036 -1.153 -0.816 0.386 -0.116
N -0.365 -1.001 -1.231 0.207 -0.352 -0.390
C -1.387 -1.199 -0.565 -0.515 0.609 -0.505
O -1.993 -2.365 -0.519 -0.843 -0.824 0.298
Br -2.616 0.044 0.331 0.084 -0.308 -0.164
O 1.736 -0.706 -0.473 0.809 -0.381 0.534
H 0.220 -0.578 2.443 0.102 -0.211 -0.049
H -0.119 1.781 1.597 -0.057 0.062 0.095
H 0.134 2.130 -0.911 -0.025 0.162 -0.005
H 1.078 0.136 -2.164 0.018 0.011 0.302
H -1.479 -3.049 -0.977 0.268 0.299 -0.024
```
Positions in Å, forces in eV/Å.

Output
Largest force on an atom   0.0237 Eh/bohr
Net charge   0
LUMO energy   0.12 eV
ΔE to the lowest compared entry with this formula, charge and spin   66.6 kJ/mol